27
Properties=species:S:1:pos:R:3 method="wB97M-V/def2-TZVPD" lumo_ev=-2.98 relative_energy_kcal_mol=0.0 e_tot_ha=-841.63346 homo_ev=-11.80 homo_lumo_gap_ev=8.82 charge=+1
C -0.67 -0.71 0.67
C -1.05 0.07 -0.60
C 0.16 0.52 -1.44
S 1.30 1.55 -0.48
C 0.62 3.21 -0.42
N -0.62 -2.22 0.34
H 0.31 -0.47 1.06
H -1.50 -0.58 1.33
H -1.74 0.89 -0.44
H -1.59 -0.61 -1.26
H -0.18 1.00 -2.36
H 0.77 -0.32 -1.79
H 1.45 3.81 -0.08
H -0.20 3.26 0.29
H 0.31 3.56 -1.40
H -1.23 -2.39 -0.47
H 0.35 -2.44 0.09
H -0.99 -2.78 1.11
H -0.31 2.02 3.50
H -0.22 1.49 2.07
O -0.68 1.35 2.91
H 2.74 -2.11 1.76
H 2.90 -1.34 0.45
O 2.24 -1.73 1.03
H -2.32 -3.14 -2.79
H -2.97 -3.33 -1.46
O -2.31 -2.77 -1.89